Entry 1:
Density functional theory data (the ωB97M-V functional and the def2-TZVPD basis) for a 2-piece molecular cluster, C16H18N5O2S overall.

The geometry in XYZ format:
```
42
Properties=species:S:1:pos:R:3:forces:R:3
C 4.78372 0.74503 -2.62422 -0.2 0.1 0.2
N 3.98404 1.68900 -1.86989 1.2 0.5 -0.6
C 4.74530 2.72352 -1.19542 -0.1 -0.2 -0.1
C 2.66447 1.44955 -1.62241 -1.4 -0.1 0.4
C 2.05445 0.23103 -2.03381 0.4 0.6 0.3
C 0.76663 -0.06876 -1.63421 -0.5 0.5 0.2
C 0.00059 0.85443 -0.89605 1.3 0.0 -0.8
C -1.37775 0.56105 -0.52713 -0.9 0.2 0.8
C -1.78573 0.10677 0.68695 0.3 0.2 -0.4
C -3.22028 0.10030 0.99538 -0.6 0.1 -0.8
O -4.03007 0.85067 0.45826 0.7 -0.8 0.6
N -3.63200 -0.91095 1.88206 -0.3 -0.1 0.5
C -4.98545 -1.41262 1.67929 -0.4 0.0 0.2
C -2.79146 -1.58946 2.73043 -0.3 0.5 -0.7
S -3.28172 -2.87489 3.67969 0.0 0.5 -0.1
N -1.48319 -1.12026 2.75412 0.5 -0.7 0.2
C -0.60813 -1.79752 3.71186 -0.1 0.0 0.1
C -0.86005 -0.55884 1.61895 0.8 -0.1 -0.8
O 0.34828 -0.65782 1.41569 -1.3 0.1 0.9
C 0.55476 2.11875 -0.60851 -0.8 -0.9 0.1
C 1.86050 2.41368 -0.94686 0.5 -0.5 -0.3
H 4.26467 0.44134 -3.53972 0.1 0.0 0.1
H 5.71405 1.24779 -2.89761 0.0 -0.2 -0.1
H 5.03225 -0.16085 -2.04772 0.0 0.1 -0.1
H 4.10790 3.53555 -0.83833 0.2 -0.2 -0.1
H 5.30981 2.31727 -0.33823 -0.1 0.1 -0.1
H 5.46080 3.13325 -1.91634 0.0 0.1 0.2
H 2.59595 -0.49208 -2.64704 -0.1 0.2 0.4
H 0.29328 -1.01920 -1.88465 0.1 0.3 0.0
H -2.14715 0.85647 -1.24014 0.0 0.0 0.3
H -5.30268 -1.86812 2.61496 -0.2 0.2 -0.2
H -5.62024 -0.57886 1.38618 0.1 0.0 0.1
H -4.96776 -2.16850 0.88324 0.1 0.2 0.2
H 0.39270 -1.38475 3.62703 -0.1 0.0 0.0
H -1.03849 -1.64136 4.70304 0.2 0.0 -0.1
H -0.61431 -2.87677 3.52357 0.2 0.2 0.0
H -0.07986 2.84733 -0.09208 0.4 -0.2 -0.2
H 2.26040 3.39362 -0.69276 -0.1 -0.3 0.0
N -1.83220 -1.57351 -2.03685 0.2 0.0 -0.6
C -2.48550 -2.17287 -1.11164 -1.3 -1.1 1.8
N -3.07091 -2.64359 -0.18154 1.2 0.6 -1.6
H -1.97963 -2.04482 -2.92754 0.1 0.2 0.1
```
Forces are in eV/Å.

Properties
E_HOMO: -0.1470 Ha
E: -39265.7925 eV
Orbital gap: 6.61 eV
Net charge: -1

Here are the Mulliken charges for atoms 1 to 4, given in e:
1. C -1.1358
2. N 0.0647
3. C -0.9804
4. C 1.7531


Entry 2:
Density functional theory data (the ωB97M-V functional and the def2-TZVPD basis) for C16H19BIrN6S as an isolated structure.

The geometry in XYZ format:
```
44
Properties=species:S:1:pos:R:3:forces:R:3
H 0.65382 -1.95122 -2.41475 0.3 0.3 -0.4
N 0.89697 0.04482 -1.78177 0.1 0.4 -1.2
B 1.41136 2.53494 -1.54314 -0.3 -0.5 0.6
N 1.41456 1.20258 -2.33486 0.1 -1.4 -0.6
C 1.91031 0.90395 -3.55883 -0.9 -0.7 1.6
Ir 0.03963 -0.03538 0.05162 3.4 0.2 -1.9
H 2.37263 1.68778 -4.11032 0.3 0.2 -0.5
C 1.69362 -0.45674 -3.80103 0.0 -0.3 -0.1
H 1.98795 -1.00096 -4.68535 -0.1 0.1 0.1
C 1.04462 -0.96804 -2.67544 0.4 1.3 -0.1
H 1.88764 3.45890 -2.13579 -0.1 -0.2 0.1
C -0.51039 -0.24653 2.05973 -0.7 0.1 2.8
H -0.83794 -1.18101 2.52917 0.0 0.1 0.5
H -1.46735 0.31915 2.00296 0.6 -0.2 -0.5
H 0.17502 0.31866 2.68632 -0.5 0.0 0.6
N 2.14474 2.19937 -0.20538 0.2 -0.7 0.9
N -0.07073 2.76438 -1.15488 -1.2 -0.6 0.7
N 1.72559 1.12241 0.54545 -0.4 0.2 0.0
N -0.77480 1.77127 -0.49658 -1.3 2.0 -0.4
C 3.20187 2.75657 0.42108 -1.0 -0.9 -0.3
C -0.89865 3.80623 -1.34992 0.1 -0.8 0.2
H 3.67008 3.59988 -0.04182 0.3 0.3 0.1
H -0.52726 4.67372 -1.85701 -0.1 0.3 -0.1
C 3.45784 2.03911 1.58216 0.0 -0.2 0.3
C -2.14520 3.50058 -0.83098 -0.3 -0.4 0.3
C 2.50595 1.02273 1.63803 0.1 0.7 -0.7
C -2.04898 2.20807 -0.29236 1.7 0.6 -0.7
H 4.23905 2.22740 2.28636 0.2 0.1 0.2
H -3.02033 4.11917 -0.84346 -0.1 0.1 0.0
H 2.28922 0.25131 2.37543 0.4 0.3 -0.2
H -2.76399 1.57098 0.21125 0.0 0.2 -0.1
H 0.37060 -0.90934 1.54978 -0.4 0.2 -1.1
S -1.61993 -1.34806 -0.69921 -1.1 -1.2 0.7
C -1.82515 -2.63374 0.45168 -2.2 3.2 -1.7
C -3.03501 -2.72030 1.17927 0.1 0.7 -0.9
C -3.18774 -3.71863 2.13275 -2.3 1.0 0.6
C -2.17043 -4.65155 2.34617 2.3 -2.1 0.4
C -0.99496 -4.59474 1.59650 -0.9 -1.2 1.4
C -0.81349 -3.59637 0.64159 2.9 -0.9 -0.7
H -3.82221 -1.98695 0.99392 0.1 -0.3 0.0
H -4.12076 -3.76764 2.68947 0.2 -0.1 -0.1
H -2.31207 -5.44849 3.07138 0.1 0.2 -0.2
H -0.21696 -5.34187 1.73817 -0.2 0.1 0.0
H 0.09128 -3.54641 0.03264 -0.3 -0.2 0.2
```
Forces are in eV/Å.

Properties
E_HOMO (spin up / spin down): -0.4496 / -0.5529 Ha
E: -40169.5971 eV
Multiplicity: 6
Orbital gap (spin up / spin down): 5.68 / 4.21 eV
⟨S²⟩: 8.7690
Net charge: +2

Here are the Mulliken charges for atoms 1 to 4, given in e:
1. H 0.3653
2. N -0.3825
3. B 0.1196
4. N 0.0250


Entry 3:
Density functional theory data (the ωB97M-V functional and the def2-TZVPD basis) for C16H19Br2F12N2O16S4Zr as an isolated structure.

The geometry in XYZ format:
```
72
Properties=species:S:1:pos:R:3:forces:R:3
Zr -4.58612 0.22171 -0.62903 0.4 -0.1 0.0
C -8.23329 4.85480 0.69469 -1.2 0.3 -0.8
F -9.10968 5.89980 0.37042 2.1 -2.5 0.5
F -8.25510 4.65113 1.99527 -0.2 0.2 -0.4
F -8.64047 3.67179 0.07820 0.8 2.2 0.8
S -6.33734 5.34814 0.31085 0.2 2.2 1.3
O -6.37439 6.82649 -0.02066 -0.4 -4.7 0.6
O -5.60053 5.02322 1.52909 -1.0 -0.4 -1.7
N -5.83341 4.16048 -0.96505 -1.1 3.4 1.1
S -5.64888 5.22255 -2.22437 2.2 -1.7 -1.5
O -4.84849 6.36843 -1.91872 -0.3 0.3 0.1
O -5.06413 4.46285 -3.32555 -1.5 -0.1 0.7
C -7.40870 5.76898 -2.69443 -0.3 2.5 -2.3
F -7.46289 5.89030 -4.05209 0.6 -0.6 0.9
F -8.32593 4.93559 -2.32929 -0.5 -1.3 0.6
F -7.73582 6.98403 -2.24551 0.6 -0.6 0.2
C -5.03743 -5.97676 -1.83097 -0.8 -0.5 0.3
F -6.16179 -5.23416 -1.55176 1.7 -0.8 0.7
F -5.03522 -7.18472 -1.27482 -0.3 1.1 0.3
F -5.06872 -6.14519 -3.12040 0.2 -0.2 -1.0
S -3.36029 -5.05211 -1.54276 1.7 1.2 -2.1
O -2.20608 -5.98100 -1.38253 -3.2 2.1 0.4
O -3.34893 -4.28600 -2.78853 -0.1 -0.1 1.6
N -3.67009 -3.80514 -0.24001 0.9 -3.7 -0.9
S -3.27875 -4.76929 1.03775 0.1 -0.9 3.2
O -3.69072 -4.15396 2.28406 0.3 0.9 -0.9
O -3.63347 -6.19584 1.04403 0.5 2.0 -1.4
C -1.28110 -4.66118 1.15132 -0.5 -1.1 1.3
F -0.98757 -3.78173 2.12999 -0.4 -0.6 -0.1
F -0.74679 -5.86474 1.42118 -0.8 0.8 0.4
F -0.70759 -4.23804 0.08265 0.4 1.0 -1.8
C 1.32737 2.02130 -0.55922 0.1 -1.1 -0.7
C -0.01199 1.35431 -0.51588 1.7 1.6 -1.1
O -0.83253 1.46228 0.38299 -1.6 -0.3 1.5
O -0.59316 0.81571 -1.50778 -0.1 -0.4 0.1
H 1.82414 2.32109 0.36351 -0.6 -0.1 0.2
H 1.21848 2.85661 -1.25095 0.0 0.2 0.1
H 1.98409 1.30775 -1.05688 0.2 0.0 -0.1
Br 5.93849 7.39894 2.91912 -0.8 -0.4 0.1
C 4.32925 6.28230 3.22060 0.5 -1.1 1.3
C 3.13144 6.93158 2.63917 0.7 1.3 -0.7
Br 1.36726 6.19153 3.00090 0.6 -0.3 -0.2
H 4.18330 6.15335 4.29305 0.5 0.0 0.0
H 4.56051 5.32532 2.75281 0.0 0.1 0.2
H 3.41342 6.94568 1.58637 -1.2 0.4 -0.3
H 3.09162 7.93895 3.05358 -0.3 0.0 -0.4
C 3.53539 -0.17619 6.14141 -1.2 0.2 0.8
C 4.91504 -0.33684 5.64593 0.2 -0.8 1.5
C 5.31059 -1.84315 5.53018 -1.5 0.8 1.1
O 5.75008 -1.88225 4.25422 1.5 -0.8 -2.8
C 5.61129 -0.73938 3.59239 2.7 1.3 -3.5
O 6.08706 -0.57162 2.46915 -1.8 -0.4 2.4
O 5.07650 0.25801 4.32718 0.0 -1.8 1.0
H 3.26157 -0.82718 6.97167 0.8 -0.1 0.4
H 2.78773 -0.53142 5.43225 0.0 0.7 -0.5
H 3.42257 0.83665 6.52807 -0.7 0.1 -0.5
H 5.60661 0.12108 6.35313 0.1 0.4 -0.3
H 4.46714 -2.53303 5.55762 -0.4 0.2 0.5
H 6.04854 -2.20093 6.24817 0.2 0.3 -0.1
C 4.13966 -5.85286 -4.58468 -1.6 0.7 -0.7
C 4.18238 -4.62610 -5.55025 0.5 0.3 2.5
C 4.70943 -3.43850 -4.77905 -1.3 1.0 1.2
O 5.69658 -2.77728 -5.62931 -1.5 0.3 1.8
C 5.91021 -3.63305 -6.59634 5.9 1.2 -3.4
O 6.85737 -3.51818 -7.43516 -3.7 -0.2 2.7
O 5.18167 -4.67092 -6.47941 -0.2 -3.9 -3.3
H 4.09010 -6.82208 -5.08091 0.2 0.2 0.0
H 3.17318 -5.69716 -4.10535 -0.3 -0.4 0.1
H 4.80371 -5.84485 -3.72034 0.7 0.1 -0.6
H 3.22956 -4.30723 -5.97280 -0.1 -0.9 -0.4
H 5.06614 -3.83129 -3.82690 0.8 0.8 -0.1
H 3.82792 -2.82137 -4.60529 0.6 0.8 0.2
```
Forces are in eV/Å.

Properties
E_HOMO: -0.4399 Ha
E: -269923.6131 eV
Orbital gap: 1.19 eV
Net charge: +1

Here are the Mulliken charges for atoms 1 to 4, given in e:
1. Zr 1.8174
2. C 0.6888
3. F -0.1994
4. F -0.1880


Entry 4:
Density functional theory data (the ωB97M-V functional and the def2-TZVPD basis) for C16H19Cl2N3O2PTb as an isolated structure.

The geometry in XYZ format:
```
44
Properties=species:S:1:pos:R:3:forces:R:3
C 1.06284 0.40705 -7.29360 0.4 -0.2 -0.1
C 0.79019 0.53400 -5.83270 0.8 -0.6 1.3
H 1.99219 -0.14377 -7.46199 -0.2 0.1 0.1
H 1.13120 1.39810 -7.75540 -0.1 -0.1 0.2
H 0.22973 -0.12108 -7.77098 0.1 0.1 0.1
O 1.44202 0.07972 -4.89963 -1.4 0.7 -1.3
Cl -0.69495 1.44358 -5.49911 0.3 -0.1 0.1
Tb -0.08304 -0.27234 -1.60272 -0.7 0.2 -1.2
P -1.48659 -2.78626 -1.60062 -1.1 -0.6 -0.9
C -0.96167 -4.39781 -0.99182 0.6 -0.3 0.4
C -3.24369 -2.73373 -1.15127 -0.2 0.5 0.4
H -1.97635 -2.15923 -3.90373 0.0 0.0 0.1
H -2.21831 -3.88487 -3.65723 0.0 -0.1 0.2
H -0.58484 -3.25626 -3.81356 0.0 0.0 0.0
C -1.57417 -3.04282 -3.40313 0.3 0.2 -0.3
H -3.70529 -1.82819 -1.54712 0.1 0.0 0.0
H -3.79888 -3.58962 -1.53745 0.3 -0.1 -0.1
H -1.59495 -5.21430 -1.34226 -0.2 0.2 -0.2
H -0.98274 -4.42337 0.09795 0.0 0.0 0.1
H -3.35482 -2.73057 -0.06584 0.0 0.1 0.0
H 0.05472 -4.62290 -1.31440 0.1 0.0 0.0
C 1.09040 -1.95837 0.10662 3.3 -2.5 3.1
O 1.75489 -2.58893 0.81154 -2.8 2.4 -2.8
Cl -2.21260 0.66179 -2.43588 0.6 -0.3 0.4
N 1.45271 2.84549 8.90532 -0.2 -0.3 -2.2
C 1.34228 2.71071 7.75154 0.2 0.3 2.2
C 1.20906 2.54805 6.32998 0.0 0.0 -0.4
C 1.06905 1.25625 5.80049 -0.1 0.1 -0.4
C 0.92884 1.09443 4.42042 0.1 0.3 0.3
C 0.93502 2.20900 3.57099 0.2 0.0 1.6
C 1.08942 3.49727 4.10193 -0.1 -0.2 0.1
C 1.21925 3.67309 5.48589 0.0 -0.3 -0.3
N 0.77672 2.00351 2.17656 -0.1 0.1 -1.7
C 0.93876 2.97952 1.17715 -0.4 -1.8 -0.6
C 0.68925 2.35891 -0.02680 -0.1 -0.5 2.1
N 0.35458 1.01280 0.23430 0.4 0.5 1.0
C 0.43639 0.84538 1.57237 0.0 0.9 -0.3
H 1.06909 0.38121 6.46126 0.0 0.5 -0.3
H 0.83108 0.09266 4.01426 0.1 0.1 0.2
H 1.09447 4.36547 3.44257 0.0 -0.2 0.3
H 1.32608 4.67947 5.91265 0.0 -0.6 -0.3
H 1.21734 3.97767 1.41019 0.1 0.4 0.0
H 0.71338 2.76412 -1.01336 0.0 0.2 -0.4
H 0.23194 -0.06483 2.13663 0.0 0.4 -0.5
```
Forces are in eV/Å.

Properties
E_HOMO (spin up / spin down): -0.5283 / -0.5283 Ha
E: -82218.7100 eV
Multiplicity: 7
Orbital gap (spin up / spin down): 5.13 / 6.75 eV
⟨S²⟩: 12.1300
Net charge: +2

Here are the Mulliken charges for atoms 1 to 4, given in e:
1. C -0.9658
2. C 0.6925
3. H 0.2896
4. H 0.3415


Entry 5:
Density functional theory data (the ωB97M-V functional and the def2-TZVPD basis) for a 2-piece molecular cluster, C16H19ClFN4 overall.

The geometry in XYZ format:
```
41
Properties=species:S:1:pos:R:3:forces:R:3
C -0.12782 -1.43864 -2.52543 -0.4 -0.1 -0.2
C 0.86534 -2.42061 -2.06481 0.9 -1.5 0.4
N 1.64537 -3.20206 -1.70479 -1.1 1.3 -0.5
C -1.52540 -1.88166 -2.80231 -0.2 -1.3 1.4
C -2.39461 -0.90888 -3.26750 0.2 0.1 -1.1
C -3.75492 -1.13000 -3.24914 -0.5 -0.5 0.1
C -4.24067 -2.30363 -2.62619 0.2 0.2 -0.2
C -5.66330 -2.54467 -2.57144 -2.4 -0.4 0.1
N -6.81665 -2.73589 -2.50237 2.6 0.4 -0.2
C -3.36817 -3.22710 -2.03661 0.7 0.0 -0.1
C -1.98656 -2.98235 -2.05638 -1.1 0.6 -1.6
H 0.32142 -0.87917 -3.33853 0.0 0.4 -0.1
H -1.96779 0.01207 -3.69039 -0.4 -0.4 0.1
H -4.44391 -0.45187 -3.76261 0.2 -0.2 0.5
H -3.72899 -4.16404 -1.61809 -0.2 0.4 0.1
H -1.27329 -3.63082 -1.58585 0.1 -0.4 0.1
Cl 2.49294 4.32822 3.32321 -0.1 -0.7 0.2
C 2.31015 2.56823 3.62049 0.1 0.7 -0.1
N 1.85888 1.85114 2.40695 -0.4 -0.5 -1.1
C 0.46819 2.32976 1.92340 0.5 0.7 1.1
C 0.06968 1.51169 0.72595 0.6 -1.2 -0.9
N 1.13214 0.52661 0.46174 -1.1 -0.4 -0.9
F -0.43162 -0.61799 -1.46232 1.1 1.3 1.0
C 1.27388 -0.41531 1.56026 -0.3 0.5 -1.3
C 1.73545 0.36393 2.76387 0.5 0.4 1.3
C 2.37081 1.16002 0.06453 -1.0 -0.7 -0.1
C 2.87126 1.96518 1.23314 0.6 0.8 1.2
H 3.28350 2.16517 3.90894 -0.2 0.1 0.0
H 1.55666 2.42758 4.40016 0.2 0.0 -0.1
H -0.22648 2.18630 2.76248 0.4 0.2 -0.1
H 0.55197 3.39822 1.69886 0.1 -0.2 0.2
H -0.85958 0.96070 0.90849 0.1 0.2 -0.1
H -0.04069 2.13032 -0.17189 -0.1 -0.1 0.2
H 0.29550 -0.86968 1.72918 0.2 -0.1 0.0
H 1.99338 -1.17488 1.24999 -0.1 -0.1 0.2
H 2.72937 0.04062 3.09781 -0.2 0.2 0.1
H 1.02356 0.29885 3.59757 0.3 0.1 -0.1
H 3.06265 0.36356 -0.22004 0.1 0.3 -0.1
H 2.14366 1.79096 -0.79890 0.3 -0.1 0.1
H 2.97227 3.03213 1.00645 0.0 -0.3 0.2
H 3.82240 1.56798 1.61213 -0.2 0.3 0.1
```
Forces are in eV/Å.

Properties
E_HOMO: -0.4390 Ha
E: -38091.9610 eV
Orbital gap: 9.35 eV
Net charge: +1

Here are the Mulliken charges for atoms 1 to 4, given in e:
1. C 0.3754
2. C -0.2122
3. N -0.4555
4. C 0.7350